Record 1
Formula: C31H47BrN2OsP2
Source: the Open Molecules 2025 dataset
Level of theory: ωB97M-V/def2-TZVPD

Structure (XYZ):
```
84
Properties=species:S:1:pos:R:3:mulliken_charge:R:1
Os -0.5966 0.2963 -1.1701 -0.323
Br 1.3349 4.2641 -4.1853 0.067
P -0.6158 -1.8654 -0.6532 1.086
P 1.6384 0.5916 -1.5529 0.668
N 0.5060 -0.5796 2.6694 0.061
N -4.7450 -0.5722 3.2002 0.105
C 2.0710 2.0561 -0.5263 -0.349
C -2.6916 0.5596 2.6610 -0.102
C 4.4552 -0.0169 -1.3003 -1.514
C 3.0308 -0.5687 -1.2450 0.027
C 0.9585 -0.1981 6.7939 -0.455
C -2.1545 2.3891 -1.8392 0.287
C -1.2736 3.0116 -3.9758 -0.281
C -5.0331 -0.6677 1.9015 -0.694
C -0.3713 -0.9109 4.8985 0.038
C 1.6748 0.9014 -3.3707 0.991
C -2.2891 2.3991 -3.2542 -0.753
C 1.8342 -3.3262 0.0078 -1.487
C 2.9875 3.0725 -1.1902 -1.133
C -2.0955 1.0925 0.2707 -1.103
C -0.3731 -2.5336 -2.3591 -0.914
C -3.6145 0.0361 3.5807 -0.639
C 1.9363 -0.1716 4.5690 -0.433
C 0.4544 -2.8629 0.4693 0.512
C -0.2838 3.6697 -3.2413 -0.446
C -2.9779 0.4646 1.2812 1.165
C -0.4271 4.0505 -1.9093 -0.161
C 2.9733 0.7303 -4.1606 -1.651
C -1.4366 3.4277 -1.1907 -0.195
C 2.0517 0.0316 5.9466 -0.619
C -0.9642 -1.5543 -3.3523 -0.956
C -2.5300 1.2007 -1.0980 -0.984
C -2.4639 -2.9714 1.2698 -1.148
C -2.2712 -2.5884 -0.2039 -0.815
C -4.1876 -0.1482 0.9005 -0.129
C 0.6906 -0.5633 4.0352 0.723
C -0.2514 -0.6720 6.2707 -0.773
H -0.3257 -1.4462 -4.2344 0.439
H -1.2886 -1.3276 4.4766 0.700
H -1.8165 1.1079 3.0170 0.714
H 2.5619 3.4362 -2.1359 0.013
H -1.2032 2.9468 -5.0621 0.535
H 1.9798 -4.3816 0.2809 0.408
H 0.5583 -2.2533 1.3837 -0.507
H 5.1601 -0.8403 -1.1245 0.454
H 2.6278 -2.7558 0.5064 0.468
H 0.2603 4.7670 -1.4581 0.645
H 1.9687 -3.2384 -1.0730 0.260
H -3.5106 -3.2556 1.4421 0.409
H 2.5279 1.6741 0.4012 0.487
H -3.1024 1.8505 -3.7320 0.558
H 3.3170 -0.3113 -4.1505 0.412
H 2.7703 0.0027 3.8887 0.471
H -0.4349 -0.4972 2.2933 -0.355
H 1.1144 2.5204 -0.2356 0.383
H 3.1007 3.9432 -0.5299 0.453
H -1.9575 -1.8850 -3.6773 0.301
H -2.4274 -3.4587 -0.8622 0.665
H -4.5132 -0.2144 -0.1410 0.505
H -0.8857 -3.4997 -2.3774 0.762
H 2.9197 -1.3963 -1.9638 0.647
H -5.9760 -1.1477 1.6080 0.448
H 3.9926 2.6734 -1.3839 0.320
H -0.1251 -3.7477 0.7825 0.574
H 0.8975 0.2489 -3.8025 0.080
H 0.6928 -2.7171 -2.5242 0.434
H -1.8353 -3.8170 1.5731 0.417
H -3.4346 0.1396 4.6558 0.506
H 2.8494 -0.9901 -0.2481 -0.005
H -1.1107 -0.5170 -2.9038 0.143
H -3.0372 -1.8521 -0.4897 0.275
H 3.7784 1.3893 -3.8116 0.323
H 4.7022 0.4089 -2.2786 0.268
H -1.6371 3.6941 -0.1511 0.676
H 3.0015 0.3770 6.3542 0.435
H 1.2397 -0.2266 2.0643 -0.135
H 1.0496 -0.0123 7.8663 0.458
H 1.3113 1.9288 -3.5183 -1.076
H -1.4039 1.8341 0.6884 0.389
H 4.6375 0.7386 -0.5283 0.342
H 2.7724 1.0021 -5.2059 0.446
H -1.1080 -0.8545 6.9227 0.444
H -2.2484 -2.1237 1.9347 0.220
H -3.3603 0.6099 -1.4840 0.517
```

## Properties
HOMO (spin up / spin down), eV: -19.2986 / -19.2674
Total charge: +4
Energy relative to the best compared isomer or geometry (same formula, charge and spin), kcal/mol: 54.6
Spin multiplicity: 5

Record 2
Formula: C31H47EuNO3P2S
Source: the Open Molecules 2025 dataset
Level of theory: ωB97M-V/def2-TZVPD

Structure (XYZ):
```
86
Properties=species:S:1:pos:R:3:mulliken_charge:R:1
Eu -0.5657 1.8177 -1.8566 0.904
S 2.7971 3.1978 -0.9987 1.011
P -3.1855 1.8501 -1.2900 0.968
P -2.3956 0.0420 -3.6546 0.257
O -0.2726 2.7176 0.9621 -0.727
O 3.6346 2.2395 -1.6654 -0.594
O 2.5344 4.4502 -1.6167 -0.653
N 1.4038 2.4474 -0.5465 -0.322
C -1.4208 -2.5598 0.4288 -0.965
C 1.5581 -4.0606 -0.7140 -1.155
C 5.2201 -0.6182 -0.4697 -1.414
C 3.9619 5.2083 2.2109 -0.508
C 3.7723 -0.6224 2.3576 -1.626
C 3.3837 -1.4447 1.1942 0.135
C -2.4011 -0.6062 -5.3907 -1.119
C -3.4405 -1.3713 -3.0430 -1.171
C -1.3399 -0.4540 3.0755 -0.465
C -1.0987 -1.0870 0.5715 2.316
C 2.1070 3.2383 1.5235 0.204
C -1.8415 -0.2956 1.6801 -0.108
C -4.4465 1.7108 -2.6590 -0.932
C -1.3355 -1.5047 3.9147 -0.852
C 3.2865 -2.0335 -2.4719 -1.783
C 1.4903 -2.8815 2.2145 -1.073
C -3.8265 1.2179 -3.9652 -1.057
C -2.7374 3.6485 -1.3490 -1.767
C -2.7815 -3.0188 2.5000 -0.792
C -1.8504 -2.9006 3.7242 -0.571
C -4.3278 1.7261 0.0975 -1.524
C 2.1002 3.7712 2.8457 -0.546
C 2.9214 4.8801 3.1101 -0.515
C 2.3654 -2.4336 1.1142 0.531
C 3.1880 3.5121 0.6966 0.553
C 0.9604 2.7605 0.7002 0.418
C 3.9791 -1.3352 -0.1004 0.732
C 3.2078 -2.0980 -1.0053 0.851
C 2.3177 -2.8949 -0.2407 0.424
C -1.9409 -3.3955 1.3332 -0.353
C 4.1796 4.4250 1.0729 -0.727
H -4.7857 0.7257 0.0863 0.378
H 1.5158 -3.9725 2.3283 0.378
H 1.5084 -4.0574 -1.8065 0.311
H -1.7391 0.7799 1.4643 0.027
H 2.0408 -5.0100 -0.4232 0.288
H -2.2314 3.9425 -2.2854 0.554
H -1.8458 -1.5522 -5.4273 0.393
H 0.5341 -4.0890 -0.3215 0.140
H 4.5715 6.0816 2.4004 0.409
H -2.3449 -3.3515 4.6003 0.494
H -4.8824 2.7203 -2.7435 0.549
H 3.5337 0.4389 2.1805 0.169
H -5.2035 0.9981 -2.2793 0.404
H -4.4616 -1.3218 -3.4484 0.435
H -1.1333 -2.9861 -0.5466 0.752
H -3.4955 -1.4176 -1.9506 0.185
H 5.6231 -0.0890 0.4010 0.342
H -3.4327 -0.7873 -5.7278 0.379
H -1.1784 0.5107 3.5655 0.424
H 1.4850 3.3153 3.6172 0.451
H 4.8530 -0.6893 2.5529 0.380
H 2.7749 5.4946 3.9983 0.423
H -0.9609 -3.5373 3.5862 0.287
H 0.4441 -2.6161 2.0230 0.017
H 1.7724 -2.4207 3.1689 0.288
H -4.5783 0.6812 -4.5680 0.560
H -2.9944 -2.3113 -3.3924 0.471
H -5.0958 2.5035 -0.0458 0.527
H -2.0400 3.9012 -0.5204 0.474
H 4.0823 -2.6645 -2.8670 0.280
H 3.2209 -0.9482 3.2449 0.394
H -2.9115 -0.4632 1.5253 0.192
H 5.0543 0.1140 -1.2787 0.219
H -1.3428 -0.6033 -0.4063 -1.327
H -1.9302 0.1208 -6.0624 0.374
H -0.0171 -0.9178 0.7380 -0.120
H 5.0486 4.5545 0.4357 0.468
H 2.3393 -2.3538 -2.9124 0.382
H -3.7720 1.8696 1.0334 0.395
H -3.3094 -2.0779 2.3391 0.135
H -0.9741 -1.3492 4.9344 0.349
H -3.7120 4.1492 -1.3112 0.482
H -3.4225 2.0510 -4.5642 0.426
H 3.4737 -1.0003 -2.7723 0.366
H 6.0090 -1.3209 -0.7983 0.345
H -3.5171 -3.8138 2.7100 0.447
H -1.7333 -4.4754 1.2353 0.317
```

## Properties
HOMO (spin up / spin down), eV: -8.7693 / -8.6707
Total charge: +1
Spin multiplicity: 7

Record 3
Formula: C31H47EuNO4P2
Source: the Open Molecules 2025 dataset
Level of theory: ωB97M-V/def2-TZVPD

Structure (XYZ):
```
86
Properties=species:S:1:pos:R:3:mulliken_charge:R:1
Eu -0.5228 0.4696 0.0553 0.648
P 1.7315 1.4594 -1.6001 1.120
P -1.6046 0.1475 -2.5257 0.905
O -0.1548 2.8128 1.3074 -0.705
O -1.8383 5.1049 7.9176 -0.569
O -1.8511 2.9398 8.2804 -0.564
O -2.0300 1.5631 1.5037 -0.723
N -1.8219 3.9277 7.5018 0.933
C -0.7693 -2.2666 0.8568 0.020
C 0.9134 0.0378 -6.0259 0.158
C 0.5411 -2.1783 0.2910 0.783
C -1.7174 2.2612 5.7258 -0.522
C -1.4014 2.8915 3.4154 0.227
C 0.3865 2.4683 -6.5848 -0.969
C -1.9096 1.3873 -6.0027 -0.003
C -1.7454 3.6215 6.1079 -0.198
C -0.8900 -1.2906 -3.4133 0.013
C 0.1810 -0.5867 -7.1824 -0.994
C -0.7754 -1.5627 2.1036 0.939
C 0.5315 -1.0217 2.3058 0.929
C 1.1146 1.3621 -5.8799 -0.821
C -1.9393 -1.4485 3.0278 -1.617
C -2.0151 0.0424 -6.0228 -0.544
C -1.6198 4.6222 5.1292 -0.594
C 1.0271 -2.8316 -0.9573 -1.621
C 2.3221 2.9298 -0.6608 -1.315
C 1.3343 -1.3754 1.1708 0.128
C -3.3533 0.2755 -3.0022 -1.415
C -1.3606 4.2428 3.8097 -0.433
C 0.4877 2.2826 -2.7365 -1.932
C -0.6857 1.5123 -3.3496 2.061
C -1.1831 2.4370 1.9837 0.840
C 3.1408 0.9759 -2.6244 -1.342
C 2.7438 -0.9503 0.9578 -1.361
C 1.0198 -0.2858 3.5071 -1.370
C -1.3079 -0.9078 -6.9248 -0.956
C -1.0827 2.1833 -6.9696 -1.076
C -1.9702 -2.9050 0.2596 -1.677
C -1.5317 1.8939 4.3942 -0.102
H -2.4741 -0.4896 2.9189 0.265
H -1.4375 0.8340 4.1214 0.269
H -3.8785 -0.5277 -2.4656 0.380
H 0.4387 3.3759 -5.9585 0.300
H 1.6095 -2.1236 -1.5626 0.176
H 0.0997 3.1202 -2.1322 0.491
H -1.8442 1.5016 6.4916 0.483
H -1.5785 3.1594 -7.1166 0.414
H 0.9508 0.8096 3.3847 0.141
H -1.1142 4.9976 3.0669 0.444
H -1.1016 1.6858 -7.9515 0.318
H -0.3647 1.0136 -4.2662 -2.205
H 3.9448 0.5834 -1.9745 0.436
H 3.3831 -1.2578 1.7994 0.499
H -1.3895 -1.9093 -6.4727 0.347
H 0.1879 -3.2015 -1.5519 0.364
H 2.0849 -0.5038 3.6896 0.416
H 0.6783 -1.5417 -7.4290 0.395
H -1.6279 -1.5625 4.0768 0.385
H -2.6787 -2.2344 2.8291 0.422
H -2.7322 -2.1572 -0.0122 0.258
H 1.6959 -3.6852 -0.7560 0.371
H 1.9862 1.6963 -5.3006 0.855
H 3.5376 1.8146 -3.2227 0.469
H -1.7228 5.6575 5.4257 0.484
H 0.4496 -0.5577 4.4101 0.367
H 1.5071 3.3403 -0.0287 0.302
H -2.5804 1.9805 -5.3605 0.781
H -0.8667 -1.1872 -4.5060 -0.663
H -2.4261 -3.5951 0.9785 0.503
H 1.1017 2.7022 -3.5499 0.489
H 0.2617 0.0338 -8.0906 0.320
H -3.5671 0.1791 -4.0676 0.379
H 0.9107 2.7477 -7.5168 0.433
H 3.1379 2.6295 0.0236 0.418
H -1.4344 2.2305 -3.7031 0.705
H 0.1442 -1.4478 -3.0802 -0.320
H -3.7683 1.2407 -2.6790 0.413
H -1.8284 -1.0006 -7.8974 0.414
H 3.1476 -1.3805 0.0343 0.312
H 2.6910 3.7087 -1.3538 0.460
H 2.8063 0.1478 0.8747 0.200
H 2.8325 0.1555 -3.2954 0.254
H -1.4718 -2.1834 -3.1500 0.568
H -1.7197 -3.4851 -0.6305 0.388
H 1.4721 -0.6660 -5.3886 0.373
H -2.7957 -0.4657 -5.4517 0.444
```

## Properties
HOMO (spin up / spin down), eV: -10.6850 / -10.7686
Total charge: +1
Energy relative to the best compared isomer or geometry (same formula, charge and spin), kcal/mol: 0.0
Spin multiplicity: 7

Record 4
Formula: C31H47IIrN11OPS
Source: the Open Molecules 2025 dataset
Level of theory: ωB97M-V/def2-TZVPD

Structure (XYZ):
```
94
Properties=species:S:1:pos:R:3:mulliken_charge:R:1
Ir -0.5068 -1.2273 0.6814 0.897
I -3.3976 -5.0742 0.0655 0.120
S -2.7182 -0.5513 1.2327 -0.660
P 0.1017 1.8955 -0.7914 -1.099
O -1.1039 -2.0479 -1.2799 -0.149
N -2.0005 -3.0251 -3.0511 -0.173
N 1.1668 -2.5529 0.3358 0.012
N -0.0167 0.5665 0.0659 0.870
N -4.3998 -2.2808 2.3413 -0.304
N 1.6808 2.2810 -1.1350 0.251
N 0.2362 -0.7551 2.6589 0.191
N 4.2231 -2.5806 4.4915 -0.440
N -2.3185 -3.1049 2.0383 -1.774
N -0.5437 3.1758 -0.0192 0.892
N -0.6458 1.9228 -2.2633 0.794
N -1.0775 -2.9315 1.5775 2.001
C 3.5267 0.6405 -0.9187 0.172
C 3.8828 3.0823 -0.4011 -1.103
C 1.9677 -4.7258 0.9001 -1.091
C 1.0420 -3.7046 1.0420 0.645
C 2.4128 2.9626 -0.0356 -0.325
C -0.8175 5.5967 0.2442 -1.034
C -0.4763 -5.0790 2.6143 -2.044
C -1.0919 3.1380 1.3444 0.248
C -2.1146 0.9508 -4.6279 -0.575
C 3.0045 -4.5858 -0.0125 -0.962
C 1.4579 -1.2297 2.9232 0.325
C -2.1016 1.7058 -2.2224 -0.828
C -2.3776 3.9483 1.4018 -0.837
C 3.0816 -3.4328 -0.7756 -1.000
C -2.4895 0.5856 -3.1739 0.381
C -1.2967 -4.4991 -1.3305 -2.173
C -0.6200 -0.5942 3.6796 -0.115
C -0.6536 4.4541 -0.7463 -0.749
C -0.0301 1.8741 -3.5952 -0.393
C -1.0927 2.0946 -4.6636 -1.101
C 1.8448 -1.6132 4.1956 -0.043
C 2.4881 1.2650 -1.8486 -0.727
C -0.3105 -0.9677 4.9740 -1.140
C 0.9370 -1.5009 5.2454 -0.406
C -1.4473 -3.1142 -1.8441 1.188
C 2.1430 -2.4382 -0.5636 -0.371
C -2.1143 5.4275 1.0492 -0.636
C -0.1996 -3.8601 1.8003 1.095
C 3.1686 -2.1400 4.3827 -0.217
C 4.5357 1.6951 -0.4378 -0.857
C -3.1506 -2.1040 1.9089 0.442
H -3.5582 0.3835 -3.0819 0.644
H -0.8386 6.5388 -0.3022 0.451
H -4.6946 -3.1907 2.6550 0.244
H -0.7705 -5.9117 1.9696 0.302
H 3.8527 -3.3021 -1.5209 0.568
H -1.0425 -0.8487 5.7595 0.485
H -2.1727 -2.1192 -3.4598 0.185
H -1.6796 0.0836 -5.1320 0.329
H 4.3866 3.7192 0.3245 0.442
H 2.9870 1.7288 -2.7027 0.375
H -2.8060 3.8655 2.4011 0.466
H -2.3097 -3.8436 -3.5487 0.206
H -2.6199 2.6277 -2.5035 0.333
H 2.3132 2.4099 0.9072 0.196
H -3.0953 3.5135 0.7012 0.220
H -2.0522 6.0267 1.9576 0.330
H -2.9530 5.8157 0.4700 0.306
H -1.3003 -4.8912 3.2956 0.398
H 2.9929 0.2139 -0.0621 -0.489
H -1.5198 -5.3241 -1.9910 0.519
H 3.7241 -5.3822 -0.1460 0.475
H -0.3671 3.5442 2.0593 0.328
H -0.6030 2.1395 -5.6358 0.434
H 3.9658 3.5700 -1.3745 0.330
H 1.8651 -5.6385 1.4689 0.579
H 5.4037 1.7150 -1.0969 0.299
H 0.2302 4.5897 -1.3717 0.572
H 0.4119 -5.3753 3.1717 0.552
H 0.0445 5.6247 0.9152 0.286
H 0.4292 0.8946 -3.7827 0.236
H 1.8146 0.4951 -2.2283 0.293
H -1.5224 4.4384 -1.4138 0.258
H 2.1550 -1.5207 -1.1328 0.193
H 4.8937 1.4232 0.5564 0.374
H -0.6274 -4.7004 -0.5128 0.374
H -5.0864 -1.5520 2.2545 0.228
H -1.5732 -0.1458 3.4412 0.589
H 2.1480 -1.3092 2.0975 0.485
H -2.3908 1.4636 -1.1972 0.349
H -1.5821 3.0569 -4.5036 0.354
H -1.9520 -0.3030 -2.8406 -1.064
H -3.0024 1.2408 -5.1891 0.294
H -1.2621 2.0936 1.6039 -0.315
H 1.2122 -1.8121 6.2442 0.564
H 0.7492 2.6348 -3.6537 0.438
H 4.0443 -0.1685 -1.4386 0.516
H 1.9697 3.9464 0.1119 0.271
```

## Properties
HOMO (spin up / spin down), eV: -13.0841 / -12.9408
Total charge: +2
Energy relative to the best compared isomer or geometry (same formula, charge and spin), kcal/mol: 51.1
Spin multiplicity: 2

Record 5
Formula: C31H47IrNO3P2S
Source: the Open Molecules 2025 dataset
Level of theory: ωB97M-V/def2-TZVPD

Structure (XYZ):
```
86
Properties=species:S:1:pos:R:3:mulliken_charge:R:1
Ir 0.3758 3.3613 0.5981 0.625
S 1.1262 -2.6905 -1.8516 1.106
P 0.6932 0.5034 -0.3514 0.503
P -1.5223 -0.4940 -2.0113 1.279
O -0.1441 -3.3940 -1.7185 -0.574
O 1.4211 -2.0941 -3.1423 -0.698
O 2.3174 -1.6581 1.5264 -0.728
N 1.3762 -1.5917 -0.6130 0.098
C 4.0112 -3.9809 0.4659 -0.472
C -0.9002 -1.8125 2.7495 0.786
C -2.8632 -0.1085 2.5231 -1.535
C 2.3846 1.0906 0.0542 -1.070
C 2.9267 -3.3207 -0.1321 0.116
C 4.5546 -5.1008 -0.1675 -0.653
C -0.0574 -1.1422 3.7650 -1.516
C -1.2566 4.4859 0.3423 -0.962
C -0.1275 4.6967 -1.9498 -0.972
C -0.6400 -3.0972 2.2097 0.720
C -3.0199 0.5791 -2.0061 -1.421
C 2.9116 -4.9144 -1.9631 -0.781
C 1.3156 5.1194 -1.5692 -1.019
C -0.0985 2.2694 2.1831 -0.651
C -1.0256 5.9816 0.6169 -0.816
C 1.7648 4.5201 -0.2481 -0.173
C 2.4075 -3.7745 -1.3291 0.266
C -1.8476 -4.7155 0.6195 -1.432
C 1.3042 5.0422 1.0495 -0.365
C 4.0059 -5.5699 -1.3746 -0.619
C 0.8842 1.0566 -2.1108 -0.584
C -0.8280 3.8401 -0.9081 0.316
C -2.5813 -2.3144 1.2561 0.734
C 0.4011 6.2582 1.1219 -0.927
C -1.8546 -1.5186 -3.5156 -1.354
C -1.6883 -3.4243 1.3074 0.656
C -2.1280 -1.3420 2.1802 0.548
C -0.3230 0.6137 -2.9348 -1.777
C 0.4562 -3.9904 2.6295 -1.603
C 2.2033 -2.1236 0.3631 0.111
C -3.8363 -2.2625 0.4627 -1.653
H 1.3802 6.2134 -1.5773 0.301
H -2.7496 -1.1386 -4.0096 0.501
H 2.0575 4.9711 1.8471 0.584
H -1.1628 -4.7829 -0.2446 0.236
H 0.2385 -4.4744 3.6009 0.372
H -2.1697 4.0997 0.8127 0.696
H 1.8118 0.5383 -2.4783 0.838
H -0.9927 -1.4495 -4.1914 0.401
H -4.6795 -2.6938 1.0321 0.414
H 1.0412 2.1892 -2.1302 -0.051
H -1.4212 2.9976 -1.2756 0.123
H 2.9585 1.1452 -0.8771 0.551
H -0.4497 1.2660 1.9018 -0.417
H 4.4304 -6.4470 -1.8561 0.446
H 4.4188 -3.5828 1.3919 0.513
H 0.0459 -1.7814 4.6596 0.434
H -1.9832 -2.5640 -3.2186 0.329
H 2.4656 -5.2597 -2.8974 0.505
H -3.7400 -2.8432 -0.4676 0.451
H 2.3345 2.1042 0.5314 0.070
H 0.3285 6.5479 2.1785 0.370
H 2.8183 4.1795 -0.2518 0.698
H -0.8985 1.4788 -3.2979 0.584
H -4.1139 -1.2298 0.2090 0.350
H -3.9264 -0.0596 -1.9969 0.491
H -3.0207 1.2012 -2.9272 0.548
H -3.0188 1.2323 -1.1126 0.215
H -0.9050 2.8465 2.6699 0.655
H -0.4928 -0.1840 4.0790 0.362
H 0.6200 -4.7730 1.8753 0.461
H -2.9856 0.5558 1.6535 0.184
H 0.8477 7.0955 0.5782 0.386
H -1.2691 6.5762 -0.2822 0.239
H -1.6214 -5.5521 1.3065 0.412
H 0.9551 -0.9753 3.3643 0.181
H -2.3553 0.4599 3.3180 0.340
H 0.7646 2.2283 2.8567 0.469
H -3.8795 -0.3386 2.8988 0.433
H -2.8774 -4.8499 0.2470 0.433
H 5.4127 -5.6124 0.2714 0.434
H -0.7448 5.5816 -2.1700 0.577
H -1.7350 6.2795 1.4071 0.361
H 2.8296 0.3276 0.7350 0.414
H 1.3864 -3.4160 2.7301 0.318
H 2.0063 4.7298 -2.3286 0.418
H -0.0928 4.1304 -2.8837 0.314
H 0.0341 0.0493 -3.8086 0.553
```

## Properties
HOMO (spin up / spin down), eV: -12.2079 / -13.2702
Total charge: +2
Energy relative to the best compared isomer or geometry (same formula, charge and spin), kcal/mol: 21.5
Spin multiplicity: 6

no.,maximum force (eV Å⁻¹),E_tot (Ha)
1,4.39,-4664.6518
2,3.38,-3280.7030
3,3.77,-2957.8588
4,3.20,-3028.1455
5,3.91,-2674.2813